<A>
The following is a DFT calculation (wB97M-V/def2-TZVPD) of a 2-piece molecular cluster, C5H14N3 overall.

```
22
C5H14N3 (wB97M-V/def2-TZVPD)
C 2.684 0.181 -0.797
C 3.059 -0.060 -2.042
C 0.999 1.028 0.665
N 1.442 0.818 -0.513
H 3.305 0.039 0.077
H 2.405 0.178 -2.871
H 4.002 -0.541 -2.251
H -0.005 1.432 0.766
H 1.622 0.718 1.492
H 0.799 0.808 -1.281
C -1.485 -0.651 -0.124
C -1.885 -0.103 1.256
N -2.372 1.273 1.121
N -0.376 -1.610 -0.011
H -2.392 -1.107 -0.540
H -1.242 0.146 -0.835
H -2.643 -0.819 1.599
H -1.101 -0.180 2.015
H -2.681 1.634 2.022
H -3.224 1.239 0.568
H -0.692 -2.359 0.587
H -0.218 -2.063 -0.902
```

Results
- charge = +1
- Kohn-Sham gap (eV) = 8.3462
- spin multiplicity = 1


<B>
The following is a DFT calculation (wB97M-V/def2-TZVPD) of a 2-piece molecular cluster, C5H14N3 overall.

```
22
C5H14N3 (wB97M-V/def2-TZVPD)
C 1.039 1.800 -1.008
N 1.684 0.748 -0.237
C 1.795 -0.506 -0.569
N 2.418 -1.377 0.272
H 0.755 1.483 -2.029
H 1.720 2.665 -0.997
H 0.100 2.051 -0.533
H 1.998 1.045 0.687
H 1.507 -0.862 -1.572
H 2.598 -1.088 1.244
H 2.408 -2.366 0.107
C -2.285 -0.224 -1.133
C -1.727 -0.733 0.143
C -1.558 0.049 1.225
N -0.955 -0.367 2.448
H -2.628 0.812 -1.095
H -1.607 -0.258 -2.006
H -3.176 -0.803 -1.446
H -1.509 -1.793 0.266
H -1.701 1.102 1.182
H -0.004 0.026 2.558
H -0.869 -1.405 2.494
```

Results
- charge = +1
- Kohn-Sham gap (eV) = 7.9213
- spin multiplicity = 1


Relative energies, unit kJ/mol: <A> 97.4; <B> 0.0


<A>
The following is a DFT calculation (wB97M-V/def2-TZVPD) of a 2-piece molecular cluster, C5H14N3 overall.

```
22
C5H14N3 (wB97M-V/def2-TZVPD)
C 2.795 -0.850 -0.063
C 0.589 1.047 -1.115
C 1.356 -0.848 0.443
C -0.468 0.749 1.140
C 0.692 0.526 0.317
N -1.928 -1.276 -0.492
N -3.403 0.331 0.097
N -2.238 -0.234 0.029
H 3.405 -0.127 0.475
H 3.232 -1.833 0.087
H 2.840 -0.625 -1.124
H -0.011 1.954 -1.169
H 0.122 0.278 -1.729
H 1.573 1.257 -1.523
H 0.771 -1.571 -0.124
H 1.346 -1.154 1.490
H -0.991 1.690 1.063
H -0.632 0.156 2.026
H 1.355 1.251 0.861
H -2.660 -1.831 -0.958
H -3.510 1.211 0.580
H -4.233 -0.102 -0.310
```

Results
- charge = +1
- Kohn-Sham gap (eV) = 9.1398
- spin multiplicity = 1


<B>
The following is a DFT calculation (wB97M-V/def2-TZVPD) of a 2-piece molecular cluster, C5H14N3 overall.

```
22
C5H14N3 (wB97M-V/def2-TZVPD)
C -0.910 0.787 0.925
C -0.192 1.769 1.804
C -0.576 -0.586 0.957
C 0.416 -0.809 -1.583
C 1.146 -0.818 -0.228
N -1.818 1.248 0.125
N 1.627 -2.044 0.187
N 0.147 0.479 -2.079
H -0.961 1.964 2.463
H 0.246 2.679 1.412
H 0.726 1.215 2.226
H -0.120 -1.000 1.753
H -1.119 -1.346 0.542
H 1.047 -1.597 -2.212
H -0.509 -1.330 -1.510
H 1.583 0.045 0.028
H -2.382 0.744 -0.543
H 1.732 -2.782 -0.474
H 1.471 -2.405 1.127
H 0.935 1.095 -1.980
H -2.176 2.186 0.031
H -0.313 0.505 -2.971
```

Results
- charge = +1
- Kohn-Sham gap (eV) = 8.6076
- spin multiplicity = 1


<C>
The following is a DFT calculation (wB97M-V/def2-TZVPD) of an isolated ion of composition C5H14N3 and charge +1.

```
22
C5H14N3 (wB97M-V/def2-TZVPD)
H 2.789 3.525 -0.660
N 3.123 3.011 0.146
C 2.544 2.027 0.664
N 1.481 1.334 0.101
C 0.818 0.405 1.021
C -0.610 -0.154 0.768
C -0.717 -1.096 -0.467
C -1.442 -0.396 -1.578
N -1.641 -2.291 0.010
H 2.980 1.590 1.563
H 0.864 1.600 -0.649
H 1.397 -0.518 1.143
H 0.855 0.808 2.044
H -0.808 -0.767 1.643
H -1.365 0.614 0.625
H 0.212 -1.554 -0.821
H -1.448 -0.909 -2.541
H -0.993 0.580 -1.726
H -2.512 -0.150 -1.476
H -2.058 -2.079 0.911
H -1.089 -3.151 -0.038
H -2.379 -2.429 -0.682
```

Results
- charge = +1
- Kohn-Sham gap (eV) = 8.2046
- spin multiplicity = 1
- SMILES string = [H]/N=C\NCC[C@H](C)[NH3+]


Relative energies, unit kJ/mol: <A> 217.6; <B> 89.0; <C> 0.0


<A>
The following is a DFT calculation (wB97M-V/def2-TZVPD) of C5H14N3 as an isolated structure.

```
22
C5H14N3 (wB97M-V/def2-TZVPD)
C 1.299 0.929 0.924
C 0.406 2.126 0.881
C -0.962 -1.432 0.624
C -1.462 0.304 -1.001
C 1.233 -0.118 -0.132
N 2.187 0.886 1.810
N -0.422 -1.668 -1.631
N -0.542 -0.747 -0.601
H -0.529 1.915 1.402
H 0.886 2.934 1.426
H 0.191 2.447 -0.134
H -0.223 -2.179 0.916
H -1.068 -0.719 1.438
H -1.914 -1.941 0.459
H -2.390 -0.167 -1.339
H -1.691 0.956 -0.165
H -1.051 0.889 -1.822
H 1.541 0.271 -1.101
H 1.717 -1.054 0.116
H 2.803 0.081 1.862
H 0.168 -2.461 -1.411
H -0.177 -1.250 -2.522
```

Results
- charge = +1
- Kohn-Sham gap (eV) = 9.6602
- spin multiplicity = 1


<B>
The following is a DFT calculation (wB97M-V/def2-TZVPD) of a 2-piece molecular cluster, C5H14N3 overall.

```
22
C5H14N3 (wB97M-V/def2-TZVPD)
C 0.402 -0.488 -1.713
C 1.657 -0.678 -0.825
C 1.888 0.743 -0.219
C 1.868 0.258 1.599
N 0.960 1.016 0.951
C -2.013 -0.136 0.740
N -2.930 0.960 0.931
N -2.114 -0.783 -0.556
H -0.244 0.252 -1.241
H -0.272 -1.338 -1.809
H 0.724 -0.030 -2.653
H 2.506 -0.880 -1.480
H 1.330 -1.431 -0.122
H 2.986 0.944 -0.008
H 1.617 1.498 -0.951
H 1.581 -0.687 2.076
H 2.532 0.851 2.246
H -1.006 0.170 0.327
H -3.685 0.786 1.568
H -3.062 1.469 0.074
H -2.684 -1.648 -0.495
H -2.039 -0.849 1.561
```

Results
- charge = +1
- Kohn-Sham gap (eV) = 4.5011
- spin multiplicity = 1


Relative energies, unit kJ/mol: <A> 0.0; <B> 788.6


<A>
The following is a DFT calculation (wB97M-V/def2-TZVPD) of a 2-piece molecular cluster, C5H14N3 overall.

```
22
C5H14N3 (wB97M-V/def2-TZVPD)
C -2.034 0.626 -1.303
C -2.022 -0.668 -0.488
C -1.005 -1.207 1.666
N -1.774 -0.467 0.938
H -2.819 1.335 -0.990
H -1.075 1.178 -1.183
H -2.138 0.427 -2.360
H -3.029 -1.139 -0.519
H -1.258 -1.369 -0.871
H -0.745 -0.806 2.636
H -0.671 -2.206 1.258
H -2.327 0.285 1.371
C 2.114 -0.971 -1.151
N 1.967 0.461 -0.836
C 1.850 0.780 0.497
N 1.133 1.755 0.936
H 2.212 -1.106 -2.253
H 3.003 -1.431 -0.590
H 1.247 -1.488 -0.728
H 1.241 0.925 -1.398
H 2.448 0.004 1.060
H 1.205 1.794 1.981
```

Results
- charge = +1
- Kohn-Sham gap (eV) = 7.0901
- spin multiplicity = 1


<B>
The following is a DFT calculation (wB97M-V/def2-TZVPD) of a 2-piece molecular cluster, C5H14N3 overall.

```
22
C5H14N3 (wB97M-V/def2-TZVPD)
C -0.836 -2.045 -0.251
C -1.557 -3.319 -0.472
C 0.589 -2.079 0.163
C 1.327 2.770 0.821
C 0.382 1.634 0.632
N -1.434 -0.928 -0.443
N -0.246 1.355 -0.422
N 1.275 3.661 -0.321
H -1.035 -4.172 -0.052
H -1.652 -3.479 -1.549
H -2.570 -3.275 -0.074
H 0.999 -1.082 0.278
H 0.688 -2.643 1.088
H 1.130 3.241 1.798
H 2.330 2.327 0.893
H 0.256 0.977 1.490
H -0.937 0.081 -0.440
H -0.081 2.010 -1.186
H 1.161 -2.616 -0.599
H 0.498 4.308 -0.238
H -2.412 -0.934 -0.715
H 2.123 4.209 -0.402
```

Results
- charge = +1
- Kohn-Sham gap (eV) = 10.0826
- spin multiplicity = 1


Relative energies, unit kJ/mol: <A> 195.0; <B> 0.0


<A>
The following is a DFT calculation (wB97M-V/def2-TZVPD) of a 2-piece molecular cluster, C5H14N3 overall.

```
22
C5H14N3 (wB97M-V/def2-TZVPD)
C -1.983 0.949 0.831
C 0.468 -1.100 -1.448
C 2.258 0.663 -0.602
C 0.390 -1.223 1.323
C 0.817 0.103 -0.580
N -2.762 0.191 1.477
N 0.449 0.036 0.746
N -2.189 2.057 0.252
H 1.374 -1.747 -1.690
H -0.330 -1.718 -0.991
H 0.207 -0.816 -2.429
H 2.398 1.360 -1.600
H 3.065 -0.052 -0.712
H 2.295 1.445 0.104
H -0.718 -1.452 1.378
H 0.814 -2.044 0.692
H 0.862 -1.295 2.249
H 0.388 0.995 -0.938
H -2.492 -0.801 1.600
H -3.791 0.364 1.518
H -3.189 2.341 0.253
H -1.499 2.687 -0.094
```

Results
- charge = +1
- Kohn-Sham gap (alpha / beta) (eV) = 7.1728 / 8.9993
- spin multiplicity = 1


<B>
The following is a DFT calculation (wB97M-V/def2-TZVPD) of a 2-piece molecular cluster, C5H14N3 overall.

```
22
C5H14N3 (wB97M-V/def2-TZVPD)
C -0.758 0.620 -1.143
C -1.227 0.942 -2.600
C -0.853 0.881 1.314
C -1.647 0.903 0.068
C 1.494 -0.190 -0.321
N 0.424 0.153 -0.945
N 2.288 0.679 0.221
N 1.620 -2.477 2.174
H -1.283 1.894 -2.946
H -2.258 0.692 -2.725
H -0.456 0.379 -3.218
H -0.301 -0.095 1.424
H -1.547 0.849 2.102
H -0.048 1.682 1.572
H -2.090 1.851 -0.166
H -2.381 0.238 0.127
H 1.803 -1.276 -0.130
H 2.959 0.379 0.883
H 2.066 1.618 0.071
H 1.841 -3.002 3.001
H 0.619 -2.526 2.082
H 2.045 -2.981 1.361
```

Results
- charge = +1
- Kohn-Sham gap (eV) = 10.1752
- spin multiplicity = 1


<C>
The following is a DFT calculation (wB97M-V/def2-TZVPD) of an isolated ion of composition C5H14N3 and charge +1.

```
22
C5H14N3 (wB97M-V/def2-TZVPD)
C 0.337 0.394 1.082
C -0.493 1.157 0.015
C 0.513 -1.043 0.541
C -1.920 1.385 0.505
C 2.137 -0.470 -1.197
N 0.900 -1.019 -0.816
N -0.748 -1.735 0.638
N -0.511 0.362 -1.198
H 1.304 0.868 1.247
H -0.187 0.365 2.035
H -0.004 2.110 -0.207
H 1.329 -1.527 1.110
H -2.521 1.854 -0.271
H -1.912 2.046 1.370
H -2.369 0.434 0.787
H 2.523 0.342 -0.573
H 2.848 -1.305 -1.168
H 2.092 -0.170 -2.244
H -0.978 -1.987 1.591
H -0.760 -2.569 0.063
H -1.281 -0.302 -1.230
H -0.299 0.809 -2.081
```

Results
- charge = +1
- Kohn-Sham gap (eV) = 8.8130
- spin multiplicity = 1


Relative energies, unit kJ/mol: <A> 358.6; <B> 0.0; <C> 72.9


<A>
The following is a DFT calculation (wB97M-V/def2-TZVPD) of a 2-piece molecular cluster, C4H10NOS overall.

```
17
C4H10NOS (wB97M-V/def2-TZVPD)
C 2.368 1.414 0.230
C 1.187 2.180 0.884
S -0.271 1.944 -0.199
H 2.516 1.757 -0.797
H 2.090 0.311 0.166
H 3.313 1.570 0.778
H 1.417 3.236 0.978
H 1.043 1.771 1.894
C 0.035 -2.093 0.050
N -0.861 -1.056 -0.087
C -2.170 -1.430 -0.536
O -0.195 -3.289 -0.165
H 1.043 -1.799 0.375
H -0.460 -0.038 -0.229
H -2.166 -1.804 -1.556
H -2.885 -0.569 -0.419
H -2.505 -2.252 0.146
```

Results
- charge = -1
- Kohn-Sham gap (eV) = 6.9849
- spin multiplicity = 1


<B>
The following is a DFT calculation (wB97M-V/def2-TZVPD) of an isolated ion of composition C4H10NOS and charge -1.

```
17
C4H10NOS (wB97M-V/def2-TZVPD)
O 3.114 -0.609 0.050
C 2.695 0.646 0.171
N 1.113 0.683 -0.473
C 0.263 0.329 0.676
C -1.201 0.458 0.264
C -1.581 -0.637 -0.734
S -2.573 -2.227 -0.257
H 3.201 1.331 -0.532
H 2.538 0.776 1.243
H 1.030 0.308 -1.330
H 0.330 -0.787 0.927
H 0.577 1.056 1.466
H -1.308 1.438 -0.212
H -1.860 0.308 1.112
H -0.595 -1.043 -1.060
H -2.068 -0.306 -1.624
H -3.675 -1.723 0.313
```

Results
- charge = -1
- Kohn-Sham gap (eV) = 5.4533
- spin multiplicity = 1
- SMILES string = [O-]CNCCCS


<C>
The following is a DFT calculation (wB97M-V/def2-TZVPD) of an isolated ion of composition C4H10NOS and charge -1.

```
17
C4H10NOS (wB97M-V/def2-TZVPD)
O -2.036 -0.976 -1.659
C -0.821 -0.823 -2.037
N 0.402 -1.351 -1.182
C -0.246 -1.620 0.205
C -0.548 -0.299 0.741
C 0.809 0.506 0.660
S 1.027 2.158 1.568
H -0.514 -1.218 -3.215
H -0.396 0.236 -1.934
H 0.812 -2.238 -1.549
H 0.541 -1.959 0.840
H -1.150 -2.280 0.103
H -1.212 0.352 0.101
H -0.791 -0.328 1.860
H 1.543 -0.143 1.130
H 0.900 0.917 -0.405
H 2.140 2.813 2.109
```

Results
- charge = -1
- Kohn-Sham gap (eV) = 5.9389
- spin multiplicity = 1
- SMILES string = [O-]CNCCCS


Relative energies, unit kJ/mol: <A> 0.0; <B> 317.6; <C> 403.9